[1]
One molecule with the formula CF3NOS, computed with ωB97M-V with the def2-TZVPD basis set.

Last column: Mulliken charge in e.
CARTESIAN COORDINATES (ANGSTROEM)
C 0.79 -0.23 -0.25  0.799
N -0.28 0.61 -0.28  -0.217
O -2.62 1.06 0.44  -0.364
F 1.80 0.39 -0.75  -0.209
F 0.98 -0.77 1.09  -0.291
F 0.77 -1.36 -0.95  -0.246
S -1.44 0.30 0.70  0.527

As for the orbital gap (spin up / spin down): 9.6737 / 7.1383 eV. As for the spin multiplicity: 3. The energy above the lowest of the compared OMol25 structures with the same formula, charge and spin comes out at 0.0 kcal per mole. Its total charge is 0.

[2]
One molecule with the formula CF4N2, computed with ωB97M-V with the def2-TZVPD basis set.

Last column: Mulliken charge in e.
CARTESIAN COORDINATES (ANGSTROEM)
F -2.16 0.97 0.01  -0.158
C -1.23 0.07 -0.03  0.456
F -1.73 -1.13 -0.17  -0.180
N -0.03 0.28 0.14  -0.008
N 1.30 -0.03 0.42  0.191
F 1.74 -1.15 -0.15  -0.116
F 2.11 1.00 -0.21  -0.184

As for the orbital gap: 11.8836 eV. The energy above the lowest of the compared OMol25 structures with the same formula, charge and spin comes out at 0.0 kcal per mole. Its total charge is 0. The SMILES is FC(F)=NN(F)F.

[3]
One molecule with the formula CF4N2, computed with ωB97M-V with the def2-TZVPD basis set.

Last column: Mulliken charge in e.
CARTESIAN COORDINATES (ANGSTROEM)
F 0.71 1.45 0.15  -0.171
C 1.15 0.22 -0.41  0.665
F 2.28 -0.37 -0.49  -0.135
N 0.03 -0.37 -0.66  -0.176
N -1.19 -0.08 -0.15  0.278
F -1.85 -1.38 0.26  -0.197
F -1.13 0.53 1.29  -0.264

As for the orbital gap: 9.9757 eV. The energy above the lowest of the compared OMol25 structures with the same formula, charge and spin comes out at 32.7 kcal per mole. Its total charge is 0. The SMILES is FC(F)=NN(F)F.

[4]
An isolated ion of composition CF4NO and charge +1, computed with ωB97M-V with the def2-TZVPD basis set.

Last column: Mulliken charge in e.
CARTESIAN COORDINATES (ANGSTROEM)
O 1.51 1.17 -0.11  -0.229
C 1.02 0.03 0.03  0.630
F 1.49 -1.17 0.05  -0.035
N -0.65 -0.01 0.04  0.760
F -1.17 0.37 1.21  -0.038
F -1.16 0.84 -0.81  -0.038
F -1.04 -1.22 -0.41  -0.050

As for the orbital gap: 12.6403 eV. The energy above the lowest of the compared OMol25 structures with the same formula, charge and spin comes out at 14.8 kcal per mole. Its total charge is +1. The SMILES is O=C(F)[N+](F)(F)F.

[5]
A 2-piece molecular cluster, CFIO overall, computed with ωB97M-V with the def2-TZVPD basis set.

Last column: Mulliken charge in e.
CARTESIAN COORDINATES (ANGSTROEM)
C -0.15 -1.41 0.33  0.088
O -0.42 -1.49 -0.76  -0.115
F 1.23 1.36 0.02  -0.403
I -0.66 1.53 0.41  0.429

As for the orbital gap: 8.5244 eV. The energy above the lowest of the compared OMol25 structures with the same formula, charge and spin comes out at 33.0 kcal per mole. Its total charge is 0.

[6]
A 2-piece molecular cluster, CFN3O2 overall, computed with ωB97M-V with the def2-TZVPD basis set.

Last column: Mulliken charge in e.
CARTESIAN COORDINATES (ANGSTROEM)
N -0.23 -0.38 -2.17  -0.299
N 0.81 -0.40 -1.80  0.790
O 1.91 -0.41 -1.43  -0.498
O 0.83 1.06 0.93  -0.396
C -0.17 0.47 1.10  0.576
N -1.08 -0.30 1.03  -0.067
F -2.23 -0.56 1.61  -0.105

As for the orbital gap: 11.2657 eV. The energy above the lowest of the compared OMol25 structures with the same formula, charge and spin comes out at 0.0 kcal per mole. Its total charge is 0. The SMILES is N#[N+][O-].O=C=NF.